This record from the OMol25 dataset describes 10 unconnected molecules or ions with the total composition C20H60O20 in a non-equilibrium geometry. The level of theory is wB97M-V/def2-TZVPD.

The calculation puts the energy above the lowest of the compared OMol25 structures with the same formula, charge and spin at 41.0 kcal per mole. Its HOMO energy is -9.697 eV. The SMILES is OCCO.OCCO.OCCO.OCCO.OCCO.OCCO.OCCO.OCCO.OCCO.OCCO. The total energy comes out at -2302.6232 a.u. The strongest force on any atom comes out at 2.11 eV/Å. Its HOMO-LUMO gap is 9.6693 eV. The net charge is 0. The value obtained for the LUMO energy is -0.03 eV.

Each line ends with the Mulliken charge.
Geometry (Å):
O: 1.27 -2.32 -1.40  -0.543
C: 2.38 -2.64 -0.55  -0.271
C: 3.38 -1.54 -0.65  -0.678
O: 2.95 -0.52 0.27  -0.262
H: 0.72 -3.10 -1.53  0.187
H: 2.06 -2.67 0.49  0.054
H: 2.77 -3.61 -0.87  0.525
H: 3.41 -1.09 -1.64  0.357
H: 4.38 -1.91 -0.39  0.440
H: 3.48 0.28 0.14  0.098
O: 4.50 0.83 3.81  -0.488
C: 3.97 -0.41 3.31  -0.602
C: 2.46 -0.48 3.29  1.497
O: 1.85 -0.85 4.52  -0.513
H: 4.10 0.98 4.67  0.338
H: 4.36 -0.46 2.29  0.107
H: 4.42 -1.28 3.80  0.342
H: 2.19 -1.20 2.50  -0.521
H: 2.04 0.45 2.89  -0.451
H: 2.10 -0.15 5.13  0.359
O: -2.40 1.16 4.89  -0.610
C: -1.38 0.66 4.00  -0.182
C: -0.54 1.86 3.59  0.895
O: -1.30 2.81 2.86  -0.545
H: -1.99 1.64 5.61  0.387
H: -0.72 -0.16 4.28  0.208
H: -2.01 0.43 3.14  0.056
H: 0.29 1.56 2.95  -1.138
H: -0.13 2.36 4.48  0.480
H: -2.19 2.77 3.23  0.378
O: -4.16 -2.76 -1.07  -0.548
C: -4.68 -1.41 -1.02  0.158
C: -6.16 -1.33 -1.25  -0.438
O: -6.93 -1.75 -0.13  -0.551
H: -4.17 -3.14 -0.18  0.325
H: -4.37 -1.07 -0.02  0.287
H: -4.14 -0.84 -1.78  -0.023
H: -6.48 -1.89 -2.13  0.287
H: -6.34 -0.26 -1.37  0.251
H: -6.48 -2.49 0.30  0.308
O: -2.76 -2.53 2.05  -0.600
C: -2.40 -2.74 3.43  -0.025
C: -1.08 -3.45 3.60  0.205
O: -1.24 -4.86 3.71  -0.567
H: -2.03 -2.00 1.69  0.077
H: -2.33 -1.72 3.82  -0.169
H: -3.24 -3.16 3.99  0.366
H: -0.66 -3.03 4.52  0.360
H: -0.39 -3.24 2.78  -0.248
H: -0.74 -5.21 4.45  0.331
O: -0.64 -3.25 -5.41  -0.521
C: 0.39 -2.48 -6.02  -0.273
C: 1.64 -2.49 -5.18  0.355
O: 2.33 -3.76 -5.29  -0.542
H: -0.32 -4.16 -5.34  0.295
H: 0.51 -2.79 -7.06  0.320
H: 0.05 -1.45 -6.11  0.158
H: 1.41 -2.24 -4.14  -0.383
H: 2.33 -1.71 -5.51  0.288
H: 2.18 -4.20 -4.45  0.339
O: -0.74 4.34 -0.83  -0.583
C: 0.45 4.48 -1.55  -0.570
C: 1.08 3.14 -1.86  0.200
O: 1.11 2.35 -0.66  0.379
H: -0.59 3.65 -0.17  0.307
H: 0.23 4.92 -2.52  0.453
H: 1.17 5.14 -1.05  0.293
H: 2.11 3.25 -2.21  0.333
H: 0.53 2.63 -2.65  -0.280
H: 1.21 1.43 -0.91  -0.297
O: 4.96 5.16 1.59  -0.539
C: 4.41 4.07 2.33  -0.718
C: 3.58 3.15 1.46  0.745
O: 2.20 3.26 1.86  -0.481
H: 5.92 5.10 1.57  0.320
H: 5.21 3.48 2.78  0.415
H: 3.78 4.51 3.10  0.156
H: 3.87 2.10 1.49  -0.309
H: 3.58 3.49 0.42  0.166
H: 1.67 2.77 1.22  0.043
O: -0.26 -0.11 -1.73  -0.172
C: -1.34 -0.39 -0.85  -0.656
C: -1.02 0.02 0.56  -0.249
O: -0.29 -1.00 1.24  0.758
H: 0.30 -0.90 -1.74  0.049
H: -2.28 0.06 -1.16  0.227
H: -1.56 -1.47 -0.80  0.336
H: -1.99 0.19 1.05  0.357
H: -0.51 0.98 0.63  -0.029
H: 0.65 -0.82 1.10  -0.445
O: -3.56 1.31 -3.08  -0.434
C: -3.06 1.40 -4.40  -0.672
C: -1.58 1.78 -4.48  0.080
O: -0.74 0.64 -4.41  -0.467
H: -3.71 2.20 -2.75  0.278
H: -3.22 0.51 -5.00  0.288
H: -3.61 2.20 -4.93  0.384
H: -1.30 2.48 -3.70  -0.103
H: -1.42 2.22 -5.47  0.371
H: -0.74 0.31 -3.50  0.343

This record from the OMol25 dataset describes 6 unconnected molecules or ions with the total composition C20H61O22P6 in a non-equilibrium geometry. The level of theory is wB97M-V/def2-TZVPD.

Its HOMO energy is -2.722 eV. The total energy comes out at -4501.6748 a.u. The strongest force on any atom comes out at 8.48 eV/Å. Its HOMO-LUMO gap is 1.9527 eV. The net charge is -1. The value obtained for the LUMO energy is -0.77 eV.

Each line ends with the Mulliken charge.
Geometry (Å):
C: 9.18 -3.80 4.16  -1.009
C: 9.90 -3.21 2.93  -0.323
O: 10.51 -1.97 3.19  -0.420
C: 9.89 -0.85 2.55  -0.478
C: 8.84 -0.16 3.48  -0.422
O: 7.58 -0.02 2.88  -0.271
C: 6.80 -1.21 3.05  -0.636
P: 5.14 -1.08 2.04  0.245
H: 8.80 -4.79 3.88  0.345
H: 9.90 -3.89 4.99  0.314
H: 8.38 -3.15 4.51  0.218
H: 9.21 -3.18 2.08  0.315
H: 10.68 -3.94 2.67  0.330
H: 9.39 -1.10 1.61  0.363
H: 10.70 -0.15 2.31  0.297
H: 8.79 -0.75 4.40  0.323
H: 9.21 0.86 3.67  0.273
H: 7.34 -2.06 2.60  -0.018
H: 6.59 -1.38 4.13  0.293
H: 4.98 -2.54 2.09  -0.069
H: 5.93 -1.26 0.79  -0.065
H: 5.39 0.37 1.93  -0.179
H: 4.37 -0.89 3.29  -0.123
H: 3.93 -0.89 1.24  -0.244
C: -0.28 3.51 0.05  -0.995
O: -0.92 2.24 -0.11  -0.032
P: -0.65 1.11 1.12  0.980
O: 0.77 0.77 0.77  -0.643
O: -1.71 0.11 0.38  -0.292
C: -1.41 -0.34 -0.94  -0.471
O: -0.68 0.22 2.54  -0.482
C: -1.13 -1.13 2.55  -0.494
H: -0.78 4.22 -0.61  0.135
H: -0.36 3.87 1.07  0.423
H: 0.77 3.43 -0.24  0.402
H: -0.34 -0.32 -1.14  0.404
H: -1.94 0.27 -1.67  0.050
H: -1.76 -1.37 -1.03  0.137
H: -0.59 -1.71 1.80  0.226
H: -2.20 -1.18 2.38  0.228
H: -0.92 -1.54 3.53  0.298
C: 0.51 7.47 -4.74  -0.764
O: -0.03 6.18 -5.04  -0.345
P: 0.65 4.89 -4.19  0.997
O: 1.99 4.84 -4.87  -0.658
O: -0.44 3.89 -4.86  -0.126
C: -0.43 3.67 -6.26  -0.819
O: 0.96 3.86 -2.93  -0.349
C: 0.65 2.47 -3.03  -0.534
H: -0.21 8.22 -5.08  0.234
H: 0.66 7.60 -3.67  0.323
H: 1.45 7.61 -5.26  0.308
H: 0.55 3.86 -6.71  0.386
H: -1.18 4.31 -6.73  0.268
H: -0.69 2.63 -6.44  0.243
H: 1.11 2.05 -3.93  0.401
H: -0.42 2.31 -3.04  0.230
H: 1.07 1.97 -2.16  0.235
C: -3.72 1.97 -5.62  -0.632
O: -4.35 0.69 -5.80  -0.416
P: -3.85 -0.51 -4.74  1.172
O: -2.48 -0.76 -5.30  -0.655
O: -4.98 -1.51 -5.36  -0.336
C: -4.87 -1.91 -6.72  -0.715
O: -3.71 -1.38 -3.33  -0.263
C: -4.14 -2.73 -3.26  -0.542
H: -4.33 2.73 -6.11  0.325
H: -3.63 2.22 -4.57  0.286
H: -2.73 1.96 -6.08  0.234
H: -3.84 -1.84 -7.08  0.343
H: -5.51 -1.28 -7.34  0.240
H: -5.20 -2.94 -6.79  0.248
H: -3.67 -3.32 -4.05  0.304
H: -5.22 -2.81 -3.31  0.264
H: -3.81 -3.12 -2.29  0.170
C: 0.13 -5.66 6.55  -0.718
O: -0.41 -6.45 5.48  -0.309
P: -0.78 -5.60 4.05  0.981
O: -2.01 -4.97 4.69  -0.631
O: -1.15 -7.02 3.33  -0.339
C: -2.13 -7.86 3.94  -0.671
O: -1.08 -4.72 2.63  -0.231
C: -1.85 -5.28 1.59  -0.429
H: 0.61 -6.34 7.25  0.236
H: 0.87 -4.95 6.18  0.331
H: -0.67 -5.13 7.05  0.290
H: -2.82 -7.29 4.57  0.349
H: -1.64 -8.63 4.54  0.235
H: -2.70 -8.34 3.14  0.255
H: -2.82 -5.63 1.97  0.274
H: -1.32 -6.09 1.09  0.265
H: -2.03 -4.49 0.85  0.100
C: -4.04 1.60 1.48  -0.428
O: -4.63 2.87 1.83  -0.441
P: -5.46 3.66 0.60  1.076
O: -4.29 4.09 -0.24  -0.550
O: -5.93 4.80 1.66  -0.343
C: -4.94 5.63 2.26  -0.632
O: -6.68 4.00 -0.47  -0.416
C: -7.35 5.26 -0.43  -0.504
H: -3.83 1.06 2.40  0.254
H: -4.72 1.00 0.87  0.405
H: -3.11 1.76 0.94  0.066
H: -4.04 5.69 1.65  0.316
H: -4.69 5.24 3.25  0.234
H: -5.36 6.63 2.37  0.249
H: -6.63 6.08 -0.47  0.244
H: -7.97 5.34 0.46  0.230
H: -8.00 5.31 -1.30  0.260

Among the records above, which one has the highest HOMO-LUMO gap?
C20H60O20

Which of these has the highest HOMO-LUMO gap?
C20H60O20